No. 1
Computed, not measured: an isolated ion of composition C4H9N2O and charge +1, with ωB97M-V with the def2-TZVPD basis set.

As for the charge: +1. Its LUMO energy (alpha / beta) is -5.270 / -6.948 eV. For the energy above the lowest of the compared OMol25 structures with the same formula, charge and spin, the calculation gives 560.97 kJ/mol. The calculation puts the HOMO energy (alpha / beta) at -14.92 / -14.59 eV.

The geometry in XYZ format:
```
16
Properties=species:S:1:pos:R:3:forces:R:3:mulliken_charge:R:1
C -0.52918 -0.58402 0.33470 1.7679 1.9476 -1.4864 0.788
C 0.11778 0.28926 1.39189 -0.5823 -2.4559 2.7402 -0.566
C 0.95935 1.41728 0.91941 -2.6083 3.0286 -1.0469 -0.435
C -0.53604 -0.99321 -2.15090 -1.2170 -0.5568 0.7064 -0.657
N 1.73553 1.00950 -0.15203 -0.4157 -1.9341 -1.8448 -0.378
N -0.09258 -0.46450 -0.89000 0.2969 1.3274 1.8302 -0.200
O -1.53188 -1.35166 0.63426 -0.8746 -1.2550 0.0932 -0.498
H -0.72654 0.50707 2.12475 1.2708 0.3318 -0.8220 0.381
H 0.80282 -0.40982 1.95274 -0.6863 0.2945 -0.3598 0.314
H 0.26910 2.34343 0.71783 1.2556 -1.4400 0.2481 0.328
H 1.74414 1.75051 1.57815 0.1432 0.0899 1.2695 0.315
H 0.28153 -1.28555 -2.83638 -0.5624 -0.0687 0.7022 0.301
H -1.38019 -0.46943 -2.66568 1.1119 0.3312 0.4893 0.312
H -1.08842 -1.79092 -1.60183 0.2239 -0.9262 -1.4023 0.303
H 1.69669 1.66185 -0.92339 0.2088 0.4986 -0.2679 0.294
H -1.72212 -1.62979 1.56648 0.6677 0.7871 -0.8489 0.397
```
Positions in Å, forces in eV/Å.

No. 2
Computed, not measured: a 2-piece molecular cluster, C4H9N2O overall, with ωB97M-V with the def2-TZVPD basis set.

As for the charge: +1. Its LUMO energy is -3.921 eV. For the energy above the lowest of the compared OMol25 structures with the same formula, charge and spin, the calculation gives 176.51 kJ/mol. The calculation puts the HOMO energy at -13.82 eV.

The geometry in XYZ format:
```
16
Properties=species:S:1:pos:R:3:forces:R:3:mulliken_charge:R:1
C 0.75253 -0.06219 2.01506 -2.6397 -3.5991 -1.1030 -0.919
C -0.23097 0.32764 0.96202 -0.7583 2.2175 -2.9557 0.405
C -0.50411 1.62011 0.49503 1.4971 1.1623 2.2941 -0.326
N -1.08292 1.55552 -0.75404 -2.2010 -3.0000 2.0202 -0.044
C -1.48564 0.29040 -0.98753 4.6239 -1.1272 2.6088 -0.262
N -0.77736 -0.47338 -0.03902 -1.6137 1.3487 -0.2632 -0.102
H 0.17025 -0.62895 2.80145 1.0932 0.4858 -0.5855 0.282
H 1.45651 -0.74281 1.47512 -0.1777 0.5309 0.9530 0.278
H 1.18098 0.78892 2.38684 1.3197 1.8936 1.0342 0.349
H -0.33120 2.56082 1.15493 -0.2193 -1.6031 -2.0148 0.333
H -1.05786 2.04671 -1.58418 -0.1875 2.7848 -1.2520 0.255
H -1.85610 -0.12295 -1.88893 -0.2848 -0.1155 -0.6513 0.394
H -0.34905 -1.34322 -0.30047 -0.4531 -0.9479 -0.1723 0.356
H 1.94498 -1.61349 -1.40912 -2.4819 -0.4632 -1.4793 0.337
H 1.14529 -2.46035 -2.46262 0.2340 -0.9653 -0.7588 0.324
O 1.02470 -1.74279 -1.86453 2.2491 1.3977 2.3257 -0.659
```
Positions in Å, forces in eV/Å.

No. 3
Computed, not measured: an isolated ion of composition C4H9N2O and charge +1, with ωB97M-V with the def2-TZVPD basis set.

As for the charge: +1. Its LUMO energy is -5.942 eV. For the energy above the lowest of the compared OMol25 structures with the same formula, charge and spin, the calculation gives 334.70 kJ/mol. The calculation puts the HOMO energy at -13.96 eV.

The geometry in XYZ format:
```
16
Properties=species:S:1:pos:R:3:forces:R:3:mulliken_charge:R:1
C 1.91903 1.38025 0.30161 1.9399 0.5007 -0.4315 0.018
N 0.93125 0.68418 -0.16397 1.7177 2.7767 0.3818 0.190
C 0.36452 1.04839 -1.43798 -3.4083 -0.9926 -2.1324 -0.809
C 0.36432 -0.34450 0.64399 -5.8573 -2.1096 -2.0424 0.365
O 1.02105 -0.98917 1.37457 0.2225 -0.0946 0.7050 -0.414
N -1.09235 -0.67485 0.16236 3.4570 2.4619 0.6877 -0.241
C -1.66808 -1.85909 0.82310 -1.6272 2.3731 -1.5291 -0.791
H 2.49404 2.19025 -0.27442 -1.6423 -1.2362 0.2834 0.217
H 2.46919 1.20814 1.24628 -1.1933 -0.5584 -0.2205 0.278
H 0.94128 1.84355 -1.89164 0.4981 -0.4932 -0.3869 0.283
H -0.66266 1.55474 -1.33918 1.3918 -0.7821 0.4120 0.318
H 0.08956 0.07182 -2.07563 1.2814 2.3281 1.2998 0.389
H -1.72180 0.07369 -0.28555 1.6013 -1.6084 1.3332 0.271
H -0.81201 -2.39874 1.03525 1.0050 -2.2051 0.2010 0.327
H -2.15215 -1.59036 1.72508 -0.3907 0.2929 1.1787 0.316
H -2.48518 -2.19830 0.15615 1.0043 -0.6533 0.2603 0.284
```
Positions in Å, forces in eV/Å.

No. 4
Computed, not measured: a 2-piece molecular cluster, C4H9N2O overall, with ωB97M-V with the def2-TZVPD basis set.

As for the charge: +1. Its LUMO energy is -3.941 eV. For the energy above the lowest of the compared OMol25 structures with the same formula, charge and spin, the calculation gives 281.36 kJ/mol. The calculation puts the HOMO energy at -13.56 eV.

The geometry in XYZ format:
```
16
Properties=species:S:1:pos:R:3:forces:R:3:mulliken_charge:R:1
C 3.02721 -0.90745 0.21503 2.6183 1.3367 0.7726 -0.880
C -4.26330 0.02908 -0.02260 -1.1612 -1.8157 0.4330 -0.190
C 1.77506 -0.22151 -0.00465 -0.5767 2.3565 0.3124 0.159
C -1.95473 1.01384 -0.01766 0.0542 -2.2258 0.8087 0.087
N 1.60148 1.03694 -0.35893 -0.5652 -3.8945 1.0849 -0.172
N -3.07482 0.37376 -0.03998 -0.8252 0.3009 0.0762 -0.030
O -0.87780 0.54779 0.32551 1.1448 -0.4041 0.3241 -0.715
H 4.06602 -0.25275 0.31019 -2.8489 -1.7523 -0.9355 0.313
H 2.88747 -1.32293 1.20591 0.0888 -0.2422 0.4843 0.307
H -4.60370 -0.58431 -0.90449 -0.1583 0.8108 0.8723 0.243
H -4.94309 0.07540 0.90927 1.0879 0.2881 -1.4767 0.249
H 0.85145 -0.74896 0.33455 0.6085 0.5307 -0.8196 0.394
H -2.02094 1.96183 -0.37322 -0.3954 3.2186 -1.1661 0.331
H 0.60378 1.24728 -0.26315 -0.4470 0.7951 -0.0997 0.364
H 2.34970 1.65068 -0.55835 0.7461 0.7075 -0.3179 0.218
H 3.01112 -1.80129 -0.40444 0.6293 -0.0103 -0.3528 0.323
```
Positions in Å, forces in eV/Å.

No. 5
Computed, not measured: a 2-piece molecular cluster, C4H9N2O overall, with ωB97M-V with the def2-TZVPD basis set.

As for the charge: +1. Its LUMO energy is -3.305 eV. For the energy above the lowest of the compared OMol25 structures with the same formula, charge and spin, the calculation gives 76.97 kJ/mol. The calculation puts the HOMO energy at -14.10 eV.

The geometry in XYZ format:
```
16
Properties=species:S:1:pos:R:3:forces:R:3:mulliken_charge:R:1
C 0.47427 -1.83443 -1.29722 0.4870 -0.6797 -0.9280 -1.227
C 0.46154 -0.44641 -0.78392 -0.3610 -0.1689 0.3406 0.430
C -0.30512 0.59549 -1.18951 1.0888 -0.5178 -0.4643 -0.357
N -0.20129 1.57969 -0.22889 -0.0776 -0.6784 -0.9678 -0.056
C 0.53038 1.11999 0.77978 0.0279 0.9678 -0.4230 -0.181
N 1.00822 -0.05858 0.42680 0.0670 -0.2664 0.3898 0.024
H 1.30834 -2.48420 -1.02953 0.0507 0.3680 0.5708 0.387
H 0.53316 -1.85821 -2.38168 -0.1593 0.3411 -0.2310 0.359
H -0.45027 -2.35420 -1.06130 -0.0791 -0.0072 0.2837 0.258
H -0.69873 0.66356 -2.18564 -0.5634 0.5102 0.1364 0.420
H -0.26954 2.54000 -0.49712 -0.6770 0.6705 0.5719 0.270
H 0.57975 1.67509 1.69654 0.7756 -0.1508 0.2248 0.424
H 1.78034 -0.52047 0.88435 -0.3797 -0.3143 0.4113 0.235
H -1.45303 -1.19843 1.20222 -0.0478 -0.0852 0.1517 0.311
H -2.43098 -0.22292 1.82732 0.1965 -0.0176 0.1570 0.327
O -1.48663 -0.43246 1.78626 -0.3486 0.0287 -0.2237 -0.625
```
Positions in Å, forces in eV/Å.

No. 6
Computed, not measured: a 2-piece molecular cluster, C4H9N2O overall, with ωB97M-V with the def2-TZVPD basis set.

As for the charge: +1. Its LUMO energy is -3.611 eV. For the energy above the lowest of the compared OMol25 structures with the same formula, charge and spin, the calculation gives 211.97 kJ/mol. The calculation puts the HOMO energy at -13.32 eV.

The geometry in XYZ format:
```
16
Properties=species:S:1:pos:R:3:forces:R:3:mulliken_charge:R:1
C -0.43606 -1.09540 1.89034 -1.5973 -1.0414 0.9573 -1.015
C 0.29615 -0.57325 0.72044 0.3398 3.0730 -0.2444 0.391
C 1.23714 0.48531 0.67036 -1.1060 -2.1329 2.2132 -0.337
N 1.71808 0.63535 -0.57129 -3.5413 -1.8203 -2.5790 -0.026
C 0.83162 -0.05310 -1.43363 0.8025 -1.1926 2.0168 -0.222
N -0.04256 -0.84099 -0.58847 4.2040 2.8320 -2.9871 -0.057
H -0.03755 -2.13361 2.21444 -0.4615 1.9841 -0.1187 0.275
H -1.46242 -1.29474 1.53546 0.2452 -0.2507 0.0778 0.322
H -0.68129 -0.35108 2.73718 1.2883 -1.2070 -1.2084 0.322
H 1.43911 1.18871 1.47419 0.6037 -0.6422 -0.0581 0.393
H 2.62611 1.03492 -0.74789 -0.2278 0.4519 -0.6764 0.264
H 0.89481 -0.06684 -2.56858 -0.1362 -0.1547 1.9533 0.371
H -0.85569 -1.22522 -1.05996 0.0332 -0.2959 0.7910 0.300
H -2.18664 1.57665 -0.67977 0.2447 -0.0242 -0.6692 0.297
H -1.81755 1.52063 -2.30733 0.9694 -1.1694 4.5170 0.338
O -1.52326 1.19265 -1.28549 -1.6607 1.5901 -3.9850 -0.615
```
Positions in Å, forces in eV/Å.

No. 7
Computed, not measured: an isolated ion of composition C4H9N2O and charge +1, with ωB97M-V with the def2-TZVPD basis set.

As for the charge: +1. Its expectation value of S² is 2.007. Its LUMO energy (alpha / beta) is -3.052 / -7.840 eV. For the energy above the lowest of the compared OMol25 structures with the same formula, charge and spin, the calculation gives 314.54 kJ/mol. The calculation puts the HOMO energy (alpha / beta) at -10.83 / -14.96 eV. As for the multiplicity: 3.

The geometry in XYZ format:
```
16
Properties=species:S:1:pos:R:3:forces:R:3:mulliken_charge:R:1
C -2.26829 -0.54685 -0.02605 -3.8297 -3.2838 0.4678 -0.192
C 2.52225 -0.52219 -0.24715 -0.4474 1.5130 0.9142 -0.659
C 1.76092 0.83826 0.02261 0.0032 -2.3037 -1.7185 -0.716
C 1.16882 -0.45314 0.38784 0.6715 -0.0960 -4.3874 0.169
N -3.25974 0.37342 0.12747 0.0013 1.0307 0.1016 -0.282
N -1.02781 -0.08505 -0.26303 3.2794 -0.4427 -0.2741 -0.063
O -0.05235 -0.98821 -0.43374 -0.3058 1.8225 1.3326 -0.133
H -2.34678 -1.58112 0.19009 -0.3192 -0.4768 0.2429 0.468
H 2.71880 -0.58334 -1.30076 -0.5884 -0.5081 -0.2767 0.285
H 3.41936 -0.68951 0.29803 0.1660 -0.7239 0.8773 0.282
H 1.93627 1.53466 0.75291 0.7470 1.4589 1.6492 0.349
H 1.69499 1.16235 -0.99106 -0.9523 0.7915 -0.2659 0.328
H 0.97023 -0.76728 1.33910 -0.2134 -0.5432 2.3886 0.437
H -4.19794 0.32748 0.56572 1.2600 -0.5353 -0.3344 0.263
H -3.05060 1.22725 -0.35272 -0.5707 0.7080 -0.0519 0.205
H -0.94234 0.80803 -0.66622 1.0985 1.5889 -0.6655 0.260
```
Positions in Å, forces in eV/Å.